Molecular formula: C9H6N4OS
Method: DFT, ωB97M-V/def2-TZVPD

```
21
Properties=species:S:1:pos:R:3:forces:R:3:lowdin_charge:R:1
O -1.6202 -0.7169 3.8374 -0.75 -1.34 0.35 0.14
C -1.0747 -0.5464 2.7793 -0.15 -0.37 2.83 -0.43
N -0.7401 0.7561 2.5394 0.40 1.31 -4.12 0.21
C -0.2650 1.0341 1.3309 0.40 -0.39 5.20 -0.20
C 0.2405 2.3647 1.2698 2.86 1.49 -3.64 -0.02
C 1.3627 2.5522 0.4540 -1.65 2.33 0.60 -0.04
C 2.2199 1.4675 -0.0849 -2.54 0.88 1.11 -0.07
C 1.6419 0.2707 -0.0718 2.11 -1.14 -0.58 -0.03
C 0.1744 0.0460 0.3068 0.43 0.26 -0.73 -0.18
N -0.0710 -1.2974 0.7337 0.82 -1.70 -1.26 0.02
C 0.1599 -2.5306 0.0865 -0.44 0.34 0.48 -0.64
S 0.8644 -2.8210 -1.5397 -0.06 0.27 1.21 0.78
N -0.2528 -3.5111 0.8797 0.10 1.53 -0.21 0.03
N -0.7449 -2.9408 2.0122 0.17 0.58 0.55 0.10
C -0.5927 -1.6214 1.9286 -0.67 -1.72 -1.08 -0.21
H -0.1355 3.2760 1.7529 -0.38 -0.99 -0.06 0.12
H 1.5230 3.6597 0.2284 0.64 -1.69 0.51 0.12
H 3.2472 1.6488 -0.3114 0.38 -0.01 -0.20 0.10
H 2.4175 -0.5395 -0.2742 -2.03 0.39 0.10 0.13
H -0.5399 0.2777 -0.4952 0.52 -0.11 -0.69 0.19
H 1.9693 -3.3680 -0.9821 -0.16 0.08 -0.36 -0.11
```
Positions in Å, forces in eV/Å.

Results
LUMO level: -1.51 eV
SMILES: O=C1N=C2C=CC=C[C@H]2n2c(S)nnc21
2S+1: 1
molar mass: 218.24 g/mol
E_HOMO: -0.3518 Eh
Kohn-Sham gap: 8.064 eV
energy relative to the best compared isomer or geometry (same formula, charge and spin): 222.85 kJ/mol

=====

Molecular formula: C25H41Cl3N3NiO3SSi
Method: DFT, ωB97M-V/def2-TZVPD

```
78
Properties=species:S:1:pos:R:3:forces:R:3:lowdin_charge:R:1
C -1.4900 -2.2016 -3.7904 0.06 0.34 -0.24 -0.04
C -1.0461 -3.1493 -2.7224 0.08 -1.36 0.43 -0.23
H -1.1776 -2.5013 -4.7958 -0.08 0.03 0.21 0.06
H -1.1071 -1.1862 -3.6189 -0.12 -0.20 0.13 0.06
H -2.5878 -2.1561 -3.7933 0.13 0.09 0.02 0.09
C -0.5364 -4.3707 -2.9518 -0.42 0.63 0.01 -0.13
C -0.2459 -4.9169 -4.3061 0.31 -0.42 -0.36 -0.11
H -0.3258 -5.0571 -2.1237 -0.08 0.40 -0.22 0.10
H -0.2474 -4.1635 -5.1044 -0.02 -0.25 0.27 0.06
H -0.9679 -5.7031 -4.5698 0.14 0.08 -0.08 0.07
H 0.7482 -5.3858 -4.2917 -0.14 0.00 -0.17 0.07
Ni -0.7203 0.1336 -0.6162 -0.26 -0.74 -0.16 -0.10
Cl -2.4713 1.3044 0.0889 -1.08 0.41 0.60 -0.05
Cl -0.1333 1.4012 -2.2739 0.50 0.59 -0.26 0.10
H 0.4043 5.1125 3.3732 0.18 0.01 -0.08 0.08
H -1.7084 5.5379 2.0791 0.05 -0.16 -0.17 0.08
C 0.8907 4.8895 2.4134 -0.14 0.06 0.02 -0.06
C -1.2159 5.1887 1.1605 0.27 -0.33 -0.15 -0.06
N -0.0801 4.3402 1.4934 0.08 0.66 0.39 -0.20
H 1.6807 4.1482 2.5480 -0.09 0.15 0.02 0.08
C 0.1773 3.1516 0.9026 0.48 -1.11 -0.47 -0.35
O 1.1484 2.4348 1.1574 -0.96 0.96 -0.04 -0.02
H -1.9259 4.6172 0.5568 0.06 0.06 0.09 0.08
H -0.5867 2.8532 0.1605 0.28 0.18 0.23 0.01
H 1.3131 5.8186 2.0047 0.00 -0.11 0.14 0.09
H -0.8972 6.0769 0.5932 -0.03 -0.16 0.08 0.08
H 1.5252 -1.2625 -3.2370 0.25 0.24 0.26 0.08
H 1.9552 -3.5256 -2.1921 0.29 0.16 0.02 0.07
C 2.3622 -0.7951 -2.6914 -0.22 0.10 -0.18 -0.08
C 2.9223 -3.0606 -1.9346 -0.22 0.00 0.11 -0.08
N 2.7379 -1.6638 -1.6020 0.83 -0.22 0.72 -0.19
H 2.0196 0.1677 -2.3032 0.19 -0.29 -0.12 0.01
C 3.1826 -1.1862 -0.3959 -0.14 0.75 -0.78 -0.35
O 3.2797 -0.0030 -0.0917 -0.03 -1.01 -0.14 -0.01
H 3.3479 -3.5699 -1.0593 -0.08 -0.03 -0.29 0.08
H 3.4831 -2.0034 0.2934 -0.15 0.12 -0.11 0.12
H 3.2090 -0.6528 -3.3882 -0.17 0.01 0.19 0.09
H 3.6048 -3.1840 -2.7965 -0.14 0.08 0.31 0.09
O -0.2234 -1.6346 -1.2067 0.24 -0.28 -0.47 -0.44
C -1.1934 -2.6214 -1.3049 0.14 0.52 0.05 -0.42
C 0.1390 -4.2201 0.1856 0.13 -0.24 0.31 -0.07
C -1.0786 -3.6587 -0.1803 -0.64 0.21 -0.44 -0.22
H 1.0492 -3.8580 -0.3063 -0.42 -0.19 0.31 0.10
C 0.1821 -5.2112 1.1758 0.00 0.33 -0.31 -0.09
H -2.2169 -2.1976 -1.2165 0.02 -0.08 -0.01 0.13
C -2.2487 -4.0455 0.4806 0.41 -0.40 -0.01 -0.04
H 1.1422 -5.6429 1.4490 -0.15 0.01 0.02 0.09
C -0.9921 -5.6457 1.7914 -0.09 -0.08 -0.10 -0.12
C -2.2085 -5.0654 1.4355 -0.04 0.36 -0.15 -0.10
H -3.1833 -3.5426 0.2198 0.21 -0.26 0.08 0.11
H -0.9766 -6.4489 2.5317 0.08 0.26 -0.18 0.09
H -3.1381 -5.3943 1.8917 0.14 0.00 0.09 0.09
Si -0.4877 3.9711 -4.5664 -0.06 0.31 -0.42 0.10
Cl -0.8208 2.0178 -5.2285 -0.10 0.43 -0.44 0.25
C 1.3689 4.2240 -4.4063 0.00 -0.14 0.20 -0.22
C -1.6149 4.3781 -3.1139 0.11 0.04 0.13 -0.23
C -0.9435 5.0891 -6.0364 -0.11 -0.03 0.07 -0.24
H 1.8381 3.3866 -3.8781 -0.05 0.18 -0.03 0.02
H 1.6149 5.1593 -3.8813 -0.10 -0.23 -0.09 0.03
H 1.7906 4.2883 -5.4229 -0.14 -0.08 0.32 0.03
H -0.2140 4.9453 -6.8473 -0.19 0.02 0.20 0.02
H -0.9426 6.1580 -5.7612 0.04 -0.33 -0.02 0.03
H -1.9356 4.8440 -6.4322 0.10 0.06 0.06 0.02
H -1.4972 3.6635 -2.2807 -0.02 0.28 -0.42 -0.03
H -2.6631 4.3451 -3.4560 0.34 0.00 0.09 0.03
H -1.4086 5.4040 -2.7498 -0.06 -0.39 -0.17 0.03
S -0.0012 -0.9732 1.1844 0.80 -0.33 0.92 0.82
C -0.0962 -0.0329 2.5955 -1.40 -0.83 -0.70 -0.66
N -1.3597 0.1887 3.0850 0.63 0.73 1.11 0.06
C -1.5736 0.8293 4.2719 0.57 0.41 -0.43 -0.06
C -0.4966 1.3745 4.9554 -0.88 -0.39 -0.07 -0.08
C 0.8102 1.1462 4.4788 0.23 -0.42 -0.70 -0.05
C 1.0038 0.4148 3.3190 0.39 0.80 1.04 -0.08
H -2.1461 -0.0547 2.4771 0.38 -0.03 0.04 0.10
H -2.6176 0.8979 4.5830 0.43 0.16 -0.05 0.12
H -0.6695 1.9584 5.8549 -0.02 -0.24 -0.12 0.10
H 1.6736 1.5338 5.0222 -0.29 -0.06 -0.12 0.11
H 1.9800 0.1944 2.8926 -0.20 0.20 0.15 0.12
```
Positions in Å, forces in eV/Å.

Results
LUMO level (alpha / beta): 2.28 / 2.24 eV
2S+1: 3
molar mass: 656.83 g/mol
E_HOMO (alpha / beta): -0.1668 / -0.1843 Eh
Kohn-Sham gap (alpha / beta): 6.821 / 7.256 eV
total charge: -1

=====

Molecular formula: C50H60N4O24S
Method: DFT, ωB97M-V/def2-TZVPD

```
139
Properties=species:S:1:pos:R:3:forces:R:3:lowdin_charge:R:1
O -33.6785 -33.6091 -7.6803 -0.51 0.27 -0.04 0.07
N -34.7958 -33.1470 -7.8839 1.12 -0.04 0.10 -0.36
O -35.8229 -33.7632 -7.8141 -0.73 -0.52 0.01 0.10
C -34.8813 -31.7309 -8.2536 -0.25 -0.74 -0.37 -0.18
C -33.9108 -30.8905 -7.8045 0.83 0.86 0.75 -0.01
C -33.9437 -29.5633 -8.1927 0.19 0.14 -0.62 -0.06
C -34.8912 -29.1449 -9.1164 -0.34 0.18 0.58 -0.07
C -35.9349 -29.9923 -9.4688 0.47 0.03 -0.74 -0.05
C -35.9002 -31.3313 -9.0885 -0.63 0.68 -0.06 0.00
H -33.1327 -31.2207 -7.1311 -0.08 -0.24 -0.03 0.13
H -33.1944 -28.8614 -7.8565 0.14 -0.04 0.08 0.11
H -34.8377 -28.1417 -9.5241 -0.12 -0.01 0.11 0.11
H -36.6693 -29.5944 -10.1610 -0.11 -0.37 0.07 0.12
H -36.6517 -32.0228 -9.4401 0.02 -0.09 0.14 0.13
O -26.4937 -30.8040 -12.4741 -0.14 -0.46 -0.13 0.09
N -25.8394 -29.8668 -12.0879 0.35 0.10 0.22 -0.35
O -24.7155 -29.9347 -11.6266 -0.06 -0.09 0.01 0.08
C -26.4490 -28.5397 -12.1774 -0.06 -0.64 -0.04 -0.17
C -27.6928 -28.4229 -12.7392 -0.72 0.20 -0.65 0.00
C -28.2429 -27.1603 -12.8845 -0.65 -0.64 -0.14 -0.06
C -27.5675 -26.0524 -12.4504 0.37 0.78 0.96 -0.06
C -26.3609 -26.2084 -11.7803 0.27 -0.32 0.13 -0.05
C -25.7837 -27.4682 -11.6618 0.48 1.24 0.19 -0.03
H -28.2565 -29.2611 -13.1182 0.25 -0.27 0.15 0.12
H -29.2544 -27.0993 -13.2702 0.12 0.21 -0.17 0.11
H -28.0064 -25.0681 -12.4979 -0.08 0.00 -0.16 0.09
H -25.8551 -25.3875 -11.2860 -0.08 0.19 -0.32 0.11
H -24.8196 -27.5543 -11.1828 -0.03 -0.28 -0.04 0.12
O -32.3808 -22.6345 -8.8965 0.02 -0.59 0.07 0.08
N -32.8239 -21.5213 -9.0622 0.12 0.55 0.08 -0.32
O -32.1588 -20.5601 -9.3823 0.46 0.03 -0.25 0.08
C -34.2296 -21.2555 -8.7869 -0.44 -0.21 -0.21 -0.15
C -34.6581 -19.9510 -8.8936 -0.04 0.44 0.05 0.00
C -35.9562 -19.6629 -8.5347 -0.87 -0.30 0.10 -0.05
C -36.8289 -20.6838 -8.1370 0.73 0.29 0.78 -0.05
C -36.3640 -21.9953 -8.0272 -0.60 0.42 -0.54 -0.07
C -35.0744 -22.2879 -8.4207 0.42 -0.27 -0.11 -0.02
H -33.9917 -19.1764 -9.2419 0.07 -0.05 0.15 0.12
H -36.3229 -18.6442 -8.5259 0.11 -0.01 -0.19 0.11
H -37.8070 -20.4044 -7.7638 -0.08 -0.18 -0.24 0.11
H -37.0349 -22.7756 -7.6905 0.06 -0.04 -0.07 0.11
H -34.7073 -23.3019 -8.4894 0.06 -0.04 0.32 0.10
O -24.5860 -19.8999 -6.2616 0.18 0.01 0.90 0.09
N -24.7928 -20.0919 -7.4327 -0.47 0.27 0.10 -0.37
O -23.9482 -20.2003 -8.2758 1.05 -0.17 -0.90 0.09
C -26.1754 -20.1811 -7.8694 0.21 0.24 -0.85 -0.16
C -26.4711 -20.0311 -9.2118 0.11 0.38 -0.84 0.01
C -27.7821 -20.1561 -9.6287 -0.11 -0.61 0.19 -0.05
C -28.7179 -20.5864 -8.7075 -1.17 1.06 0.28 -0.08
C -28.4459 -20.5346 -7.3482 -0.29 -1.11 -0.59 -0.06
C -27.1460 -20.3561 -6.9380 -0.62 -0.13 1.52 -0.02
H -25.7254 -19.7749 -9.9530 0.23 -0.05 0.31 0.12
H -28.1198 -19.9688 -10.6377 0.39 -0.16 -0.19 0.11
H -29.7442 -20.7617 -9.0172 0.10 -0.04 -0.10 0.08
H -29.2403 -20.7933 -6.6612 0.10 0.20 0.22 0.11
H -26.9153 -20.3764 -5.8807 0.20 0.07 -0.10 0.12
O -28.2098 -22.0198 -12.9789 1.43 0.43 0.00 -0.20
S -29.5660 -22.3581 -12.8906 -1.70 -0.73 -1.30 0.54
O -30.2958 -22.2129 -11.6973 -0.23 0.51 0.89 -0.21
O -30.3696 -21.6887 -14.1023 -0.22 -0.16 0.06 -0.18
C -30.5848 -22.6098 -15.1937 1.34 0.37 -1.49 -0.14
C -29.8696 -23.9226 -14.8191 -1.62 -0.06 0.78 -0.11
O -29.8154 -23.8438 -13.3695 0.56 -0.51 -0.29 -0.23
H -31.6217 -22.7176 -15.5082 -0.28 -0.01 0.96 0.13
H -30.0992 -22.1952 -16.0892 0.04 0.11 0.36 0.13
H -28.9072 -24.1028 -15.2845 0.21 0.23 0.20 0.13
H -30.5589 -24.7484 -14.9933 0.32 -0.14 -0.22 0.14
O -26.3092 -23.6342 -0.9702 0.10 -0.05 0.39 0.14
C -26.1625 -23.7723 -2.1407 0.02 0.18 -0.49 -0.48
C -26.2642 -25.0309 -2.9894 -0.24 0.22 0.04 -0.07
C -26.7167 -24.4417 -4.3263 0.32 -0.65 -0.34 -0.16
C -25.9086 -23.1607 -4.3274 -0.26 0.58 -0.49 -0.17
O -25.9193 -22.7061 -2.9678 0.13 -0.27 0.00 0.02
H -25.2726 -25.4841 -3.0623 -0.02 0.00 0.00 0.13
H -26.9450 -25.7310 -2.5186 -0.02 -0.10 -0.05 0.13
H -26.4730 -25.0472 -5.2017 0.05 -0.14 0.19 0.10
H -27.8004 -24.3154 -4.3382 0.04 0.38 0.10 0.12
H -24.8888 -23.3331 -4.6920 0.05 -0.10 0.39 0.13
H -26.2981 -22.3600 -4.9609 -0.18 -0.08 0.22 0.10
O -34.2079 -23.9491 -14.8530 -0.05 0.55 -0.96 0.12
C -33.8414 -24.2582 -13.7653 -0.32 0.00 0.87 -0.50
C -33.3024 -23.3612 -12.6569 0.17 -0.56 0.38 -0.05
C -33.0790 -24.3218 -11.4881 -0.14 -0.66 -0.35 -0.13
C -33.2292 -25.7368 -12.1071 0.22 1.10 0.32 -0.13
O -33.9139 -25.5336 -13.3527 0.25 -0.41 0.16 0.04
H -32.3984 -22.8712 -13.0067 -0.01 0.09 0.04 0.09
H -34.0155 -22.6024 -12.3442 -0.11 0.16 -0.55 0.13
H -32.1140 -24.2254 -11.0031 -0.06 0.17 0.13 0.08
H -33.8967 -24.2105 -10.7758 0.24 0.18 0.23 0.10
H -32.2618 -26.2005 -12.2936 -0.07 -0.10 -0.08 0.12
H -33.8143 -26.3661 -11.4523 -0.09 -0.31 -0.23 0.11
O -28.8487 -27.6592 -5.9304 -0.32 0.36 -0.06 0.13
C -27.8513 -27.6681 -6.5844 0.18 -0.59 -0.02 -0.49
C -27.6691 -27.8939 -8.0658 0.75 0.35 -0.89 -0.06
C -26.1745 -27.5849 -8.2841 -0.39 0.26 0.22 -0.15
C -25.5814 -27.9039 -6.9082 -0.19 0.01 -1.33 -0.14
O -26.6301 -27.5413 -6.0049 0.33 -0.20 0.43 0.01
H -27.9053 -28.9162 -8.3686 -0.09 -0.05 0.36 0.14
H -28.2689 -27.2405 -8.6976 -0.36 0.01 0.29 0.11
H -25.7546 -28.1374 -9.1168 0.20 -0.12 0.12 0.09
H -26.0440 -26.5149 -8.4791 -0.05 -0.08 -0.09 0.11
H -25.3451 -28.9715 -6.8893 -0.10 0.04 0.59 0.13
H -24.6911 -27.3170 -6.7159 0.01 0.02 0.36 0.13
O -31.7290 -26.3557 -9.0040 -0.65 -0.50 -0.15 0.11
C -30.8538 -25.5669 -8.8301 0.39 0.44 0.63 -0.50
C -30.4414 -24.8915 -7.5122 0.48 -0.59 -0.41 -0.05
C -29.0434 -24.3672 -7.8642 -0.38 1.17 0.41 -0.13
C -29.2022 -24.0933 -9.3659 1.39 -1.32 0.58 -0.13
O -30.0070 -25.2152 -9.8217 -0.05 0.75 -0.17 0.01
H -31.1416 -24.1056 -7.2389 -0.07 0.02 -0.11 0.11
H -30.4469 -25.6784 -6.7588 -0.01 0.13 0.14 0.11
H -28.7382 -23.4419 -7.3607 -0.39 -0.06 0.05 0.10
H -28.2486 -25.0647 -7.5906 -0.16 -0.29 -0.49 0.10
H -29.6508 -23.1397 -9.6109 -0.29 -0.02 0.02 0.08
H -28.2144 -24.1864 -9.8239 -0.26 0.14 -0.42 0.12
O -36.8181 -25.7756 -3.2962 -0.38 -0.40 0.86 0.14
C -36.1414 -25.4190 -4.1965 0.12 0.78 -1.08 -0.49
C -36.0837 -25.9766 -5.6132 1.44 -0.48 0.66 -0.06
C -34.7913 -25.3355 -6.1520 -0.91 0.20 -0.53 -0.15
C -34.7781 -23.9948 -5.4250 -0.23 -0.64 0.40 -0.14
O -35.3319 -24.3214 -4.1136 0.41 0.10 -0.32 0.02
H -35.9345 -27.0525 -5.5456 -0.48 -0.09 -0.04 0.12
H -37.0078 -25.7469 -6.1348 0.03 0.10 -0.18 0.13
H -33.9057 -25.8979 -5.8668 -0.07 -0.20 0.14 0.12
H -34.8019 -25.2971 -7.2416 0.14 0.32 0.00 0.10
H -33.7627 -23.6167 -5.3256 -0.14 0.20 0.30 0.12
H -35.4359 -23.2409 -5.8531 0.13 0.02 -0.16 0.10
O -34.7749 -29.3325 -12.7993 -0.43 0.62 -0.05 0.13
C -33.8005 -29.5940 -12.1667 0.41 -0.77 -0.01 -0.51
C -33.3534 -30.9850 -11.7849 0.78 -0.13 0.01 -0.06
C -31.8943 -30.8110 -11.3089 -0.75 -0.29 1.17 -0.12
C -31.7822 -29.2990 -11.0365 -0.32 -0.09 -1.34 -0.11
O -32.8976 -28.6780 -11.7479 -0.01 -0.23 0.37 -0.01
H -33.9926 -31.3889 -11.0015 -0.05 0.21 0.10 0.10
H -33.4715 -31.6569 -12.6310 0.04 0.10 -0.14 0.13
H -31.7916 -31.3309 -10.3501 0.22 -0.04 -0.21 0.11
H -31.1447 -31.2249 -11.9778 -0.06 0.27 -0.23 0.11
H -31.8396 -29.0361 -9.9872 -0.01 0.11 0.06 0.10
H -30.9108 -28.8660 -11.5176 0.29 0.09 0.35 0.11
```
Positions in Å, forces in eV/Å.

Results
LUMO level: -1.32 eV
SMILES: O=[N+]([O-])c1ccccc1.O=[N+]([O-])c1ccccc1.O=[N+]([O-])c1ccccc1.O=[N+]([O-])c1ccccc1.O=S1(=O)OCCO1.O=C1CCCO1.O=C1CCCO1.O=C1CCCO1.O=C1CCCO1.O=C1CCCO1.O=C1CCCO1
2S+1: 1
molar mass: 1133.10 g/mol
E_HOMO: -0.3766 Eh
Kohn-Sham gap: 8.924 eV
energy relative to the best compared isomer or geometry (same formula, charge and spin): 0.00 kJ/mol

=====

Molecular formula: C16H15F2NO3S
Method: DFT, ωB97M-V/def2-TZVPD

```
38
Properties=species:S:1:pos:R:3:forces:R:3:lowdin_charge:R:1
C -5.3470 -1.6490 -0.1414 0.03 0.02 -0.03 -0.05
C -4.5214 -0.3976 -0.1351 0.00 0.15 0.02 -0.23
C -5.1493 0.8353 -0.0334 0.02 0.01 0.00 -0.05
C -4.4204 2.0113 -0.0305 0.02 0.04 -0.04 -0.08
C -3.0435 1.9574 -0.0905 0.06 -0.06 0.01 -0.03
C -2.4003 0.7270 -0.1691 -0.39 -0.01 0.09 -0.19
N -0.9857 0.7220 -0.2059 -0.02 0.23 -0.33 0.13
C -0.1951 0.0334 0.6632 0.15 0.10 0.01 -0.44
O -0.6102 -0.7006 1.5332 0.00 0.00 0.10 0.10
C 1.2740 0.2615 0.4559 0.30 -0.08 0.05 -0.11
C 1.8215 0.5055 -0.8019 -0.02 0.01 0.12 -0.01
C 3.1873 0.6848 -0.9365 0.00 0.06 -0.14 -0.04
C 3.9828 0.6249 0.1909 0.69 -0.01 -0.15 -0.28
S 5.7473 0.8093 -0.0006 0.46 -0.40 -0.15 0.73
O 6.0541 1.5320 -1.1981 -0.29 -0.10 -0.35 -0.29
O 6.3577 1.2152 1.2283 -0.20 -0.19 0.41 -0.29
C 6.2908 -0.9682 -0.3041 -0.44 0.50 0.11 -0.40
F 5.6273 -1.4162 -1.3827 -0.01 -0.04 -0.31 0.06
F 5.8948 -1.7020 0.7478 0.05 -0.12 0.29 0.06
C 3.4662 0.3669 1.4458 -0.07 -0.01 0.15 -0.03
C 2.1020 0.1796 1.5735 -0.08 0.00 -0.06 0.02
C -3.1270 -0.4630 -0.2358 0.12 0.12 -0.02 -0.16
C -2.4296 -1.7723 -0.4293 -0.05 -0.06 0.09 -0.03
H -4.9814 -2.3526 0.6039 -0.03 -0.13 0.02 0.09
H -6.3866 -1.4190 0.0772 -0.06 -0.02 0.01 0.08
H -5.3050 -2.1361 -1.1157 -0.03 -0.11 -0.03 0.08
H -6.2264 0.8766 0.0378 -0.11 -0.02 0.01 0.11
H -4.9233 2.9642 0.0334 -0.04 0.08 0.01 0.10
H -2.4563 2.8646 -0.0644 0.06 0.08 0.04 0.11
H -0.5656 1.4996 -0.6950 0.04 -0.15 0.09 0.14
H 1.1933 0.5279 -1.6802 -0.05 0.00 -0.06 0.12
H 3.6465 0.8757 -1.8933 -0.02 0.01 -0.14 0.12
H 7.3712 -1.0703 -0.4539 -0.12 0.32 0.06 0.16
H 4.1327 0.3221 2.2920 0.01 -0.01 0.15 0.12
H 1.6551 -0.0370 2.5317 -0.02 -0.02 0.07 0.13
H -3.0602 -2.4766 -0.9640 -0.01 -0.05 -0.07 0.07
H -2.1632 -2.2016 0.5365 0.03 -0.10 -0.02 0.09
H -1.5069 -1.6347 -0.9902 0.04 -0.06 -0.02 0.08
```
Positions in Å, forces in eV/Å.

Results
LUMO level: -0.32 eV
SMILES: Cc1cccc(NC(=O)c2ccc(S(=O)(=O)C(F)F)cc2)c1C
2S+1: 1
molar mass: 339.36 g/mol
E_HOMO: -0.3293 Eh
Kohn-Sham gap: 8.637 eV